Model 1:
{"formula": "C8H14O", "method": "ωB97M-V with the def2-TZVPD basis set", "symbols": ["C", "C", "C", "C", "C", "C", "C", "C", "H", "H", "H", "H", "H", "H", "H", "H", "H", "H", "H", "H", "H", "H", "O"], "coordinates": [[-1.84, 1.04, -0.13], [-0.43, 0.65, 0.24], [-0.03, 0.98, 1.67], [0.57, 1.75, 0.56], [0.11, -0.57, -0.46], [0.03, -0.55, -2.00], [-0.17, -1.91, 0.21], [1.24, -1.43, 0.05], [-2.58, 0.26, -0.05], [-1.85, 1.56, -1.12], [-2.21, 1.83, 0.60], [0.59, 0.37, 2.30], [-0.78, 1.59, 2.24], [1.63, 1.65, 0.41], [0.29, 2.80, 0.46], [0.26, 0.51, -2.34], [-0.97, -0.78, -2.26], [0.67, -1.19, -2.56], [-0.53, -2.73, -0.45], [-0.56, -1.98, 1.28], [1.78, -1.94, -0.77], [2.80, -0.72, 0.95], [1.97, -1.19, 1.18]], "lowdin_charge": [-0.04, -0.42, -0.10, -0.10, -0.37, -0.02, -0.03, -0.35, 0.08, 0.09, 0.10, 0.09, 0.11, 0.10, 0.10, 0.11, 0.06, 0.07, 0.11, 0.15, 0.15, 0.12, -0.01], "smiles": "CC1([C@]2(C)C[C@@H]2O)CC1"}

=====

Model 2:
{"formula": "C8H14O", "method": "ωB97M-V with the def2-TZVPD basis set", "symbols": ["C", "C", "C", "C", "C", "C", "C", "C", "H", "H", "H", "H", "H", "H", "H", "H", "H", "H", "H", "H", "H", "H", "O"], "coordinates": [[0.59, -2.49, -0.20], [0.12, -0.99, -0.45], [1.17, 0.05, -0.49], [2.65, 0.10, 0.08], [-0.07, 1.95, 0.08], [-1.60, 1.76, -0.11], [-1.95, 0.39, 0.39], [-1.42, -0.74, -0.41], [0.64, -3.44, -0.90], [-0.02, -2.70, 0.62], [1.73, -2.42, 0.46], [3.06, -0.93, 0.87], [3.54, -0.01, -1.00], [2.76, 1.11, 0.63], [0.27, 1.50, 1.17], [0.24, 3.14, 0.23], [-1.99, 2.17, -0.97], [-1.69, 2.61, 0.61], [-3.11, 0.17, 0.42], [-1.56, 0.10, 1.48], [-1.87, -1.59, 0.25], [-2.01, -1.00, -1.61], [0.52, 1.24, -1.12]], "lowdin_charge": [-0.08, -0.19, -0.26, -0.10, -0.21, -0.20, -0.27, -0.23, 0.10, 0.00, 0.12, 0.14, 0.16, 0.06, 0.16, 0.15, 0.09, 0.11, 0.14, 0.16, 0.11, 0.20, -0.14]}

=====

Model 3:
{"formula": "C8H14O", "method": "ωB97M-V with the def2-TZVPD basis set", "symbols": ["C", "C", "C", "C", "C", "C", "C", "C", "O", "H", "H", "H", "H", "H", "H", "H", "H", "H", "H", "H", "H", "H", "H"], "coordinates": [[2.99, 0.23, 0.05], [1.80, 0.18, -0.49], [-0.23, 1.71, 0.02], [-1.43, 0.95, -0.50], [0.52, 0.35, 0.31], [-0.76, -0.45, -0.10], [-1.46, -1.10, 1.02], [-0.47, -1.40, -1.36], [0.86, 0.16, 1.66], [3.94, 0.14, -0.48], [3.16, 0.22, 1.12], [1.60, 0.32, -1.60], [0.34, 2.36, -0.61], [-0.41, 2.31, 0.91], [-2.38, 0.98, -0.04], [-1.67, 1.01, -1.65], [-1.11, -2.11, 1.21], [-2.60, -0.95, 1.02], [-1.46, -0.81, 2.08], [0.52, -1.58, -1.32], [-0.73, -0.79, -2.24], [-1.19, -2.26, -1.21], [0.19, 0.53, 2.20]], "lowdin_charge": [0.03, -0.11, -0.07, -0.11, -0.45, -0.43, -0.07, 0.00, 0.00, 0.06, 0.06, 0.14, 0.10, 0.11, 0.08, 0.14, 0.09, 0.12, 0.08, 0.01, 0.08, 0.10, 0.07], "smiles": "C=C[C@@]1(O)CCC1(C)C"}

=====

Calculated relative energies: model 1 0.000; model 2 5.896; model 3 0.664, given in eV